1.
{
  "formula": "C6H17NOSi",
  "method": "the ωB97M-V functional and the def2-TZVPD basis",
  "species": ["C", "C", "C", "N", "Si", "C", "C", "C", "O", "H", "H", "H", "H", "H", "H", "H", "H", "H", "H", "H", "H", "H", "H", "H", "H", "H"],
  "xyz": [[3.560, -0.206, 0.262], [2.161, 0.021, -0.566], [1.297, 1.345, -0.067], [0.103, 1.466, -0.987], [-1.416, 1.883, -0.119], [-2.125, 0.490, 1.006], [-1.324, -0.938, 0.937], [-1.846, -1.977, -0.218], [-2.079, -1.378, -1.541], [3.886, -1.352, 0.255], [4.416, 0.356, -0.350], [3.509, 0.206, 1.381], [1.522, -0.972, -0.590], [2.441, 0.242, -1.704], [1.946, 2.328, 0.004], [0.861, 1.179, 1.033], [0.000, 0.656, -1.636], [-2.449, 2.169, -1.148], [-1.254, 3.075, 0.742], [-2.105, 0.894, 2.125], [-3.255, 0.359, 0.726], [-1.521, -1.479, 1.983], [-0.161, -0.855, 0.835], [-1.017, -2.824, -0.363], [-2.809, -2.557, 0.172], [-2.341, -2.131, -2.173]],
  "total_charge": 0,
  "de_lowest_kj_mol": 355.3,
  "smiles": "CCCN[SiH2]CCCO",
  "e_tot_ha": -658.1897,
  "orbital_gap_ev": 9.54
}


2.
{
  "formula": "C6H17NS",
  "method": "the ωB97M-V functional and the def2-TZVPD basis",
  "species": ["N", "C", "C", "C", "C", "H", "H", "H", "H", "H", "H", "H", "H", "H", "H", "H", "S", "C", "C", "H", "H", "H", "H", "H", "H"],
  "xyz": [[0.039, -0.700, 0.471], [0.195, -0.419, 1.892], [1.328, -1.094, -0.085], [-1.326, -1.984, -1.172], [-0.961, -1.752, 0.289], [0.544, -1.301, 2.454], [0.926, 0.396, 2.026], [-0.773, -0.096, 2.310], [1.698, -2.031, 0.363], [1.248, -1.233, -1.176], [2.062, -0.294, 0.115], [-1.608, -1.028, -1.643], [-2.186, -2.672, -1.231], [-0.487, -2.422, -1.739], [-1.867, -1.431, 0.837], [-0.611, -2.699, 0.742], [1.252, 2.605, 0.014], [-0.431, 2.698, 0.647], [0.877, 1.929, -1.612], [-0.389, 3.105, 1.671], [-0.905, 1.702, 0.683], [-1.058, 3.363, 0.029], [0.381, 0.947, -1.537], [0.228, 2.608, -2.191], [1.828, 1.803, -2.157]],
  "total_charge": 0,
  "de_lowest_kj_mol": 46.7,
  "smiles": "CCN(C)C.CSC",
  "e_tot_ha": -691.7193,
  "orbital_gap_ev": 9.30
}


3.
{
  "formula": "C6H17NS",
  "method": "the ωB97M-V functional and the def2-TZVPD basis",
  "species": ["C", "C", "N", "C", "H", "H", "H", "H", "H", "H", "H", "H", "H", "H", "C", "C", "C", "S", "H", "H", "H", "H", "H", "H", "H"],
  "xyz": [[1.007, -1.512, -1.491], [0.688, -0.204, -2.223], [-0.226, 0.666, -1.490], [-0.266, 2.026, -2.058], [0.038, -2.017, -1.315], [1.617, -2.131, -2.161], [1.536, -1.276, -0.562], [1.597, 0.419, -2.344], [0.320, -0.410, -3.219], [0.294, 0.975, -0.194], [-1.159, 0.238, -1.348], [0.775, 2.389, -2.065], [-0.835, 2.741, -1.413], [-0.696, 2.058, -3.083], [-1.586, -0.850, 1.863], [-0.155, -0.869, 2.416], [0.457, 0.435, 2.695], [0.914, 1.566, 1.123], [-2.315, -0.354, 2.575], [-1.912, -1.921, 1.754], [-1.645, -0.268, 0.909], [-0.170, -1.505, 3.335], [0.522, -1.429, 1.738], [1.408, 0.240, 3.190], [-0.207, 0.993, 3.368]],
  "total_charge": 0,
  "de_lowest_kj_mol": 118.7,
  "smiles": "CCCS.CCNC",
  "e_tot_ha": -691.6919,
  "orbital_gap_ev": 8.54
}


4.
{
  "formula": "C6H18Ag2FO8P2",
  "method": "the ωB97M-V functional and the def2-TZVPD basis",
  "species": ["Ag", "Ag", "F", "C", "O", "P", "O", "O", "C", "O", "C", "H", "H", "H", "H", "H", "H", "H", "H", "H", "C", "O", "P", "O", "O", "C", "O", "C", "H", "H", "H", "H", "H", "H", "H", "H", "H"],
  "xyz": [[2.984, -3.812, 2.797], [2.394, -3.002, -0.725], [3.763, -2.264, 1.043], [-2.584, 0.246, 4.014], [-1.874, 1.233, 3.301], [-1.064, 0.753, 2.048], [-0.202, 1.796, 1.379], [-0.155, -0.437, 2.808], [0.419, -1.510, 2.104], [-2.155, -0.131, 1.189], [-3.071, 0.544, 0.433], [-2.463, -0.708, 3.500], [-3.641, 0.496, 4.101], [-2.210, 0.127, 5.031], [0.493, -1.293, 1.039], [-0.040, -2.499, 2.088], [1.451, -1.708, 2.394], [-2.695, 1.480, 0.020], [-3.958, 0.538, 1.066], [-3.178, 0.001, -0.506], [0.763, -0.564, -4.646], [1.603, -0.002, -3.640], [1.039, 0.002, -2.075], [0.839, -1.368, -1.507], [2.079, 1.014, -1.364], [2.707, 0.657, -0.132], [-0.316, 0.928, -2.073], [-0.337, 2.284, -2.381], [0.735, 0.136, -5.481], [-0.199, -0.977, -4.340], [1.381, -1.401, -4.972], [2.441, -0.338, 0.226], [2.237, 1.271, 0.636], [3.795, 0.604, -0.096], [-1.280, 2.709, -2.040], [-0.179, 2.480, -3.442], [0.477, 2.715, -1.798]],
  "s2": 0.76,
  "total_charge": 2,
  "spin_multiplicity": 2,
  "e_tot_ha": -1917.2064,
  "orbital_gap_ev": [8.01, 3.49]
}


5.
{
  "formula": "C6H18AlF3NO5P",
  "method": "the ωB97M-V functional and the def2-TZVPD basis",
  "species": ["C", "P", "O", "Al", "O", "C", "O", "C", "F", "F", "F", "C", "C", "O", "C", "N", "H", "H", "H", "H", "H", "H", "H", "H", "H", "H", "H", "H", "H", "H", "H", "O", "H", "H", "H"],
  "xyz": [[0.116, 2.335, 1.268], [1.020, 2.154, -0.363], [2.726, 1.992, -0.043], [0.221, 0.130, -1.307], [0.839, 0.157, -3.032], [0.924, -1.510, -0.317], [2.223, -1.255, 0.368], [2.346, -1.850, 1.532], [1.670, -1.198, 2.483], [1.984, -3.118, 1.538], [3.636, -1.829, 1.895], [-1.790, 0.280, -1.403], [-2.590, -0.614, -0.412], [-3.338, -1.585, -1.141], [-3.598, 0.277, 0.403], [-4.770, -0.418, 0.901], [0.383, 3.249, 1.798], [-0.946, 2.343, 1.005], [0.287, 1.440, 1.877], [2.980, 2.265, 0.849], [1.085, -0.742, -3.279], [0.194, -1.765, 0.458], [1.072, -2.370, -0.979], [-2.094, 1.326, -1.246], [-2.106, 0.003, -2.414], [-1.974, -1.143, 0.322], [-3.861, -1.115, -1.801], [-3.036, 0.743, 1.222], [-3.942, 1.053, -0.287], [-4.547, -1.322, 1.293], [-5.491, -0.487, 0.203], [5.168, 0.571, -0.147], [4.827, -0.206, -0.639], [4.440, 1.239, -0.014], [5.941, 0.967, -0.590]],
  "total_charge": 0,
  "e_tot_ha": -1553.7047,
  "orbital_gap_ev": 4.92
}


6.
{
  "formula": "C6H18Br2IMnO3",
  "method": "the ωB97M-V functional and the def2-TZVPD basis",
  "species": ["Mn", "Br", "Br", "I", "C", "C", "O", "H", "H", "H", "H", "H", "H", "C", "C", "O", "H", "H", "H", "H", "H", "H", "C", "C", "O", "H", "H", "H", "H", "H", "H"],
  "xyz": [[-1.071, -1.038, 0.816], [-1.185, -3.890, 0.625], [-0.452, -0.728, 3.394], [-3.933, -0.485, 0.743], [-0.041, 2.852, 1.912], [-1.021, 2.213, 0.948], [-0.443, 0.997, 0.405], [0.939, 3.015, 1.440], [0.141, 2.220, 2.780], [-0.369, 3.845, 2.227], [-1.307, 2.879, 0.132], [-1.924, 1.936, 1.488], [0.283, 1.351, -0.126], [-1.790, 0.462, -3.064], [-0.752, -0.537, -2.521], [-1.272, -1.252, -1.386], [-2.130, 1.081, -2.240], [-2.565, -0.128, -3.547], [-1.277, 1.071, -3.814], [0.161, -0.006, -2.240], [-0.471, -1.290, -3.263], [-1.861, -1.911, -1.776], [3.183, -1.780, 1.212], [2.134, -0.806, 0.718], [1.021, -1.522, 0.150], [4.039, -1.253, 1.644], [3.535, -2.458, 0.432], [2.779, -2.405, 2.010], [2.540, -0.158, -0.074], [1.776, -0.185, 1.534], [1.333, -2.089, -0.559]],
  "s2": 8.75,
  "total_charge": -1,
  "spin_multiplicity": 6,
  "e_tot_ha": -7062.0624,
  "orbital_gap_ev": [6.80, 6.90]
}